1.
A cluster of 2 separate species, C10H13O2 in total at a distorted geometry. Source: the Open Molecules 2025 dataset; level of theory: wB97M-V/def2-TZVPD.

Its HOMO-LUMO gap (alpha / beta) is 10.07 / 5.88 eV. Its spin multiplicity is 2. The energy above the lowest of the compared OMol25 structures with the same formula, charge and spin comes out at 1.0818 eV. The maximum force comes out at 3.8 eV/A. The expectation value of S² is 0.76. The value obtained for the HOMO energy (alpha / beta) is -9.179 / -9.175 eV.

Geometry as XYZ:
```
25
C10H13O2, DFT wB97M-V/def2-TZVPD
C -0.5928 1.7505 -1.1563
C -1.9571 1.9151 -0.4781
C -0.8388 1.1455 -2.5441
O 0.0254 0.3909 -3.1148
O -1.9571 1.2621 -3.0299
H -0.1662 2.7699 -1.2670
H -0.0028 1.1061 -0.5136
H -1.8989 2.0587 0.6124
H -2.5011 0.9301 -0.5761
H -2.6891 2.6285 -0.8767
C -0.3381 -1.7396 -0.8757
C 1.9688 -0.1955 2.4060
C 2.5067 -0.9962 1.3984
C 0.5805 -0.2560 2.5441
C 1.8222 -1.5509 0.3324
C -0.0727 -0.8020 1.4507
C 0.4148 -1.4492 0.3323
H 2.6265 0.2673 3.1288
H 3.5673 -1.2310 1.5075
H -0.0021 0.1635 3.3692
H 2.4916 -2.0893 -0.3547
H -1.1823 -0.6325 1.5241
H -1.4171 -1.7028 -0.8173
H -0.1529 -2.7365 -1.2946
H -0.2349 -1.0068 -1.7070
```

---

2.
A structure of composition C20H25NO5S at a distorted geometry. Source: the Open Molecules 2025 dataset; level of theory: wB97M-V/def2-TZVPD.

Its HOMO-LUMO gap is 8.66 eV. The energy above the lowest of the compared OMol25 structures with the same formula, charge and spin comes out at 17.4154 eV. The maximum force comes out at 19.2 eV/A. The value obtained for the HOMO energy is -8.083 eV.

Geometry as XYZ:
```
52
C20H25NO5S, DFT wB97M-V/def2-TZVPD
C 0.2621 4.7150 1.2248
C -0.2564 3.1997 1.1179
O -0.0737 2.7076 -0.2316
C -0.7818 1.6632 -0.5897
C -1.1504 1.6233 -2.0807
C -1.6658 0.5171 -2.3925
C -2.1021 -0.5082 -1.4512
C -1.6697 -0.4412 -0.3720
C -1.0412 0.6957 0.2153
O -0.8320 0.7073 1.5997
C -0.8619 -0.3307 2.5412
C -0.5146 0.1795 3.8217
H -1.0007 -0.6957 4.4597
H 0.5008 0.2635 3.9422
H -1.1878 0.9994 4.0749
H -0.5423 -1.1907 2.3173
H -2.3109 -0.5848 2.5117
H -2.0443 -1.2649 0.4724
C -2.5776 -1.8935 -2.2836
H -3.7188 -1.6527 -1.9941
H -2.4230 -1.7736 -3.3519
C -2.2072 -3.0433 -1.3616
N -0.7552 -3.2546 -1.4005
C -0.1992 -4.3365 -0.9060
O -0.5875 -5.4021 -1.1428
C 1.2892 -4.2717 -0.9377
H 1.6162 -4.6495 -1.7620
H 1.7146 -4.7323 0.0051
O 1.6576 -2.7717 -0.7889
C 1.5775 -2.2162 0.3279
O 1.3982 -2.7120 1.2660
C 2.0130 -0.7269 0.0028
C 2.3373 0.0635 1.1400
C 2.5258 1.4230 0.6076
C 2.5378 1.5025 -0.7236
S 2.3448 -0.1344 -1.3958
C 2.8508 2.6670 -1.7423
H 1.8959 3.1941 -1.3495
H 3.1461 2.3841 -2.5589
H 3.7448 3.3501 -1.0134
H 2.8034 2.1094 1.3963
H 2.3434 -0.0963 2.4308
H -0.3619 -2.2784 -1.5239
H -2.8657 -3.1133 -0.5174
H -2.6010 -3.8496 -2.1669
H -1.8432 0.2657 -3.5616
H -0.8290 2.3412 -2.5307
H -1.4316 3.1975 1.4987
H 0.4891 2.7041 1.7196
H -0.2462 5.4941 0.5710
H 0.2787 5.1655 2.1100
H 1.3554 4.7915 0.7560
```

---

3.
A cluster of 2 separate species, C5H15NP in total at a distorted geometry. Source: the Open Molecules 2025 dataset; level of theory: wB97M-V/def2-TZVPD.

Its HOMO-LUMO gap is 10.62 eV. As for the charge: +1. The energy above the lowest of the compared OMol25 structures with the same formula, charge and spin comes out at 2.3784 eV. The maximum force comes out at 4.9 eV/A. The value obtained for the HOMO energy is -14.316 eV.

Geometry as XYZ:
```
22
C5H15NP, DFT wB97M-V/def2-TZVPD
C -2.6486 0.8174 -0.3165
C 2.0261 -1.4456 -0.6356
C -0.4827 -0.7061 1.2488
C -1.1550 1.1000 -0.2440
C 1.4960 -0.0339 -0.6435
N -0.4244 -0.1635 -0.0563
P 1.8445 1.2943 0.6338
H -3.1277 0.7090 0.7029
H -3.1300 1.7852 -0.6848
H -3.0491 0.1488 -1.1031
H 1.2274 -2.1836 -1.0157
H 2.5407 -1.8475 0.2599
H 2.7341 -1.4901 -1.4812
H -0.4699 0.0906 1.8827
H -1.4375 -1.2056 1.4183
H 0.2954 -1.4677 1.3595
H -0.9213 1.5611 0.6092
H -0.9044 1.7199 -1.1075
H 1.1869 0.3892 -1.7165
H -0.7932 -0.7774 -0.7889
H 2.9776 0.5318 1.3355
H 2.7502 1.8450 -0.1723
```

---

4.
A cluster of 5 separate species, C29H71ClN2O3P2 in total. Source: the Open Molecules 2025 dataset; level of theory: wB97M-V/def2-TZVPD.

Its HOMO-LUMO gap is 8.77 eV. Its structure (SMILES) is CO[C@@H](CCO)[C@](N)([PH2]=N)P(O)Cl.CCCCCC.CCCCCC.CCCCCC.CCCCCC. The energy above the lowest of the compared OMol25 structures with the same formula, charge and spin comes out at 0.0000 eV. The maximum force comes out at 0.9 eV/A. The value obtained for the HOMO energy is -8.365 eV.

Geometry as XYZ:
```
108
C29H71ClN2O3P2, DFT wB97M-V/def2-TZVPD
C -1.6276 -3.1572 7.8296
O -1.0759 -1.8929 7.5133
C 0.3029 -1.8366 7.1158
C 1.1494 -3.0198 7.5791
C 1.1937 -4.2793 6.7066
O 2.5029 -4.4555 6.1692
C 0.3569 -1.5135 5.6013
N 1.6157 -1.8991 4.9828
P 0.2502 0.3660 5.5192
N 1.5117 1.0211 6.1907
P -1.0450 -2.3550 4.6853
O -2.2312 -1.2489 4.8658
Cl -0.4961 -1.8173 2.7684
H -1.4840 -3.9005 7.0373
H -1.2330 -3.5655 8.7633
H -2.7002 -3.0081 7.9615
H 0.7144 -0.9574 7.6231
H 0.8595 -3.2790 8.5985
H 2.1838 -2.6748 7.6574
H 0.4430 -4.2635 5.9147
H 0.9918 -5.1523 7.3352
H 2.4388 -4.5040 5.2147
H 2.3965 -1.6927 5.5959
H 1.7556 -1.4253 4.0991
H -0.9942 0.7589 6.0258
H 0.2191 0.5781 4.1355
H 1.2549 1.6376 6.9523
H -2.8874 -1.6025 5.4716
C -2.9874 3.6966 -1.1702
C -2.0130 2.5278 -1.2849
C -2.0912 1.5479 -0.1162
C -1.7482 2.1550 1.2452
C -0.3659 2.8028 1.3278
C 0.7756 1.8223 1.0794
H -2.7903 4.3022 -0.2844
H -2.9084 4.3523 -2.0389
H -4.0174 3.3382 -1.1143
H -0.9928 2.9104 -1.3806
H -2.2197 1.9837 -2.2105
H -1.4276 0.7024 -0.3174
H -3.1017 1.1300 -0.0669
H -1.8167 1.3658 2.0020
H -2.5038 2.8973 1.5169
H -0.2498 3.2400 2.3232
H -0.2943 3.6357 0.6224
H 0.7295 1.0029 1.7994
H 1.7435 2.3126 1.1893
H 0.7349 1.3941 0.0767
C 2.9921 5.1224 -5.9264
C 2.5863 6.3073 -5.0561
C 2.6079 6.0012 -3.5596
C 1.6492 4.8911 -3.1249
C 0.1840 5.1317 -3.4847
C -0.4094 6.3738 -2.8267
H 2.3094 4.2802 -5.8009
H 2.9800 5.3987 -6.9817
H 4.0003 4.7817 -5.6815
H 1.5909 6.6508 -5.3525
H 3.2635 7.1430 -5.2504
H 2.3839 6.9176 -3.0068
H 3.6238 5.7162 -3.2685
H 1.7320 4.7652 -2.0401
H 1.9685 3.9405 -3.5609
H -0.3927 4.2561 -3.1755
H 0.0687 5.2014 -4.5704
H -0.3365 6.3074 -1.7387
H -1.4639 6.4830 -3.0846
H 0.1002 7.2841 -3.1458
C -1.6028 -6.8743 5.5539
C -0.3487 -7.6959 5.8415
C 0.5399 -7.8980 4.6158
C -0.1157 -8.6643 3.4657
C -0.6280 -10.0560 3.8332
C 0.4703 -11.0049 4.3039
H -2.2503 -7.3638 4.8253
H -2.1894 -6.7264 6.4627
H -1.3419 -5.8882 5.1590
H -0.6322 -8.6618 6.2679
H 0.2378 -7.1875 6.6109
H 1.4560 -8.4091 4.9230
H 0.8551 -6.9174 4.2430
H 0.6117 -8.7578 2.6533
H -0.9436 -8.0770 3.0592
H -1.1186 -10.4858 2.9563
H -1.4001 -9.9798 4.6039
H 1.2373 -11.1224 3.5356
H 0.0649 -11.9931 4.5240
H 0.9569 -10.6423 5.2105
C -0.1790 5.5779 -8.1868
C -1.1587 4.6907 -8.9475
C -0.9365 3.1991 -8.7019
C 0.4342 2.6750 -9.1347
C 0.7728 2.9028 -10.6070
C -0.1852 2.2047 -11.5676
H 0.8519 5.3929 -8.4922
H -0.3875 6.6344 -8.3608
H -0.2474 5.3958 -7.1112
H -1.0970 4.9103 -10.0169
H -2.1788 4.9425 -8.6462
H -1.7230 2.6343 -9.2098
H -1.0627 2.9945 -7.6338
H 0.4772 1.6019 -8.9233
H 1.2121 3.1327 -8.5169
H 1.7873 2.5388 -10.7882
H 0.7930 3.9741 -10.8253
H -0.1970 1.1274 -11.3895
H 0.1126 2.3679 -12.6040
H -1.2062 2.5736 -11.4594
```